C28H51Br2N6O3 | ωB97M-V/def2-TZVPD

Computed properties:
Net charge: +1
E_LUMO (eV): -2.51
HOMO-LUMO gap (eV): 9.98
F_max (eV/Å): 2.41
HOMO level (Ha): -0.4590
Spin multiplicity: 1

Structure (XYZ):
```
90
C28H51Br2N6O3, DFT ωB97M-V/def2-TZVPD
C -2.678 6.099 2.827
C -3.822 5.066 2.710
O -3.817 4.525 1.392
C -4.428 3.242 1.260
C -3.569 2.371 0.304
C -2.469 1.550 1.011
O -3.076 0.597 1.894
C -2.467 0.351 3.122
Br -3.365 1.437 4.514
C -0.915 0.453 3.104
Br -0.184 0.627 4.906
N -0.392 1.616 2.310
C -1.476 2.486 1.722
O -0.831 3.286 0.755
H -2.633 6.503 3.853
H -1.719 5.589 2.590
H -2.807 6.903 2.088
H -4.789 5.547 2.938
H -3.666 4.272 3.467
H -4.572 2.757 2.242
H -5.434 3.361 0.806
H -4.240 1.682 -0.249
H -3.089 3.052 -0.422
H -1.901 0.989 0.240
H -2.706 -0.693 3.407
H -0.448 -0.474 2.730
H 0.216 2.167 2.929
H 0.225 1.288 1.550
H -1.924 3.076 2.537
H -1.063 4.213 0.888
C -1.985 -1.998 -2.897
C -0.929 -3.030 -2.526
C -0.648 -3.096 -1.018
C -0.141 -1.816 -0.504
N 0.303 -0.830 -0.091
H -1.673 -0.987 -2.625
H -2.167 -2.013 -3.970
H -2.931 -2.210 -2.392
H -0.001 -2.802 -3.055
H -1.258 -4.012 -2.859
H 0.100 -3.860 -0.804
H -1.554 -3.352 -0.464
C 3.826 -1.267 0.603
C 4.633 0.023 0.656
C 4.629 0.646 2.058
C 3.250 0.990 2.417
N 2.166 1.262 2.700
H 2.779 -1.111 0.870
H 3.848 -1.677 -0.405
H 4.245 -2.014 1.282
H 4.225 0.750 -0.051
H 5.659 -0.178 0.350
H 5.232 1.554 2.076
H 5.033 -0.049 2.795
C 3.727 -5.819 -3.196
C 2.914 -4.980 -2.217
C 2.921 -3.487 -2.565
C 4.282 -2.933 -2.539
N 5.354 -2.504 -2.511
H 4.779 -5.532 -3.186
H 3.671 -6.875 -2.933
H 3.353 -5.706 -4.215
H 3.303 -5.117 -1.206
H 1.878 -5.328 -2.212
H 2.317 -2.922 -1.851
H 2.505 -3.324 -3.561
C 5.651 6.108 2.808
C 5.190 6.066 1.356
C 4.870 4.645 0.875
C 6.052 3.776 0.955
N 7.000 3.095 1.024
H 6.577 5.549 2.948
H 5.838 7.136 3.120
H 4.895 5.687 3.474
H 5.959 6.498 0.714
H 4.295 6.678 1.237
H 4.529 4.658 -0.161
H 4.078 4.206 1.485
C -6.465 -6.136 -4.332
C -6.244 -5.396 -3.018
C -5.327 -4.177 -3.169
C -3.994 -4.568 -3.649
N -2.953 -4.906 -4.045
H -5.530 -6.536 -4.726
H -7.146 -6.974 -4.189
H -6.897 -5.477 -5.087
H -5.820 -6.079 -2.280
H -7.203 -5.056 -2.624
H -5.210 -3.664 -2.213
H -5.750 -3.465 -3.880
```

Results of the Löwdin charge analysis, in e, for atoms 1 through 6: atom 1 (C): -0.058, atom 2 (C): -0.272, atom 3 (O): -0.165, atom 4 (C): -0.189, atom 5 (C): -0.070, atom 6 (C): -0.247